Here is one molecule with the formula C3H6N2S2 in a non-equilibrium geometry from the OMol25 dataset. Energies are from ωB97M-V/def2-TZVPD.

Output
**Gap between HOMO and LUMO**: 8.44 eV
**HOMO energy**: -8.10 eV
**Energy relative to the best compared isomer or geometry (same formula, charge and spin)**: 177.93 kJ/mol

CARTESIAN COORDINATES (ANGSTROEM)
C -2.6428 -0.7872 -0.0253
N -1.2958 -0.2145 0.1414
S -0.8808 1.0771 -0.8285
C -0.5380 -0.6440 1.1663
N 0.6392 -0.2356 1.3713
C 1.6642 0.2318 0.6763
S 2.3183 -0.3759 -0.6753
H -2.6412 -1.1017 -1.0687
H -2.7934 -1.5975 0.7220
H -3.3434 0.0122 0.1361
H -1.6282 2.0224 -0.2255
H -1.0066 -1.3184 1.8753
H 2.1081 1.1100 1.1286

Forces on the atoms, in the same order (eV/Å):
C 1.04 -0.04 0.04
N -1.40 -0.68 0.36
S 0.31 0.45 -0.59
C 1.17 0.77 -0.06
N 0.09 -0.81 1.15
C -0.15 0.65 0.08
S 0.30 -0.49 -0.59
H -0.70 -0.43 0.21
H 0.03 0.43 -0.80
H -0.66 0.14 0.00
H -0.11 -0.04 0.11
H -0.09 -0.13 -0.09
H 0.15 0.18 0.17

---

Here is one molecule with the formula C3H6N2S2 in a non-equilibrium geometry from the OMol25 dataset. Energies are from ωB97M-V/def2-TZVPD.

Output
**Gap between HOMO and LUMO**: 9.06 eV
**HOMO energy**: -9.00 eV
**Energy relative to the best compared isomer or geometry (same formula, charge and spin)**: 72.56 kJ/mol

CARTESIAN COORDINATES (ANGSTROEM)
H 2.0321 -1.2753 0.0484
N 2.7194 -0.5511 0.0002
C 2.3227 0.6220 -0.0133
N 1.0101 1.2246 -0.0166
C -0.2807 0.7794 -0.0312
S -1.5548 1.8002 -0.0094
S -0.4010 -1.0234 -0.0178
C -2.2107 -1.2910 0.0049
H 3.0816 1.3694 -0.0540
H 1.0743 2.2244 0.1404
H -2.7929 -0.8854 0.8687
H -2.6251 -0.6292 -0.8012
H -2.3750 -2.3645 -0.1190

Forces on the atoms, in the same order (eV/Å):
H -0.59 -0.38 -0.02
N 0.67 -0.96 0.05
C -1.58 0.63 -0.12
N 1.10 0.22 0.24
C 0.27 -1.43 0.21
S -0.03 0.03 -0.01
S -0.73 0.82 0.31
C -0.67 1.66 -0.34
H 0.28 0.91 0.02
H -0.20 -0.11 -0.26
H 1.13 -0.56 -0.09
H 0.35 -1.15 0.20
H 0.01 0.32 -0.19

---

Here is one molecule with the formula C3H6N2S3 in a non-equilibrium geometry from the OMol25 dataset. Energies are from ωB97M-V/def2-TZVPD.

Output
**Gap between HOMO and LUMO (alpha / beta)**: 5.61 / 5.61 eV
**HOMO energy (alpha / beta)**: -6.75 / -6.75 eV
**Energy relative to the best compared isomer or geometry (same formula, charge and spin)**: 315.80 kJ/mol

CARTESIAN COORDINATES (ANGSTROEM)
C -0.3336 1.1673 -0.4454
C -0.8901 -1.0858 0.5408
C 1.0644 -0.8418 -0.7695
N 0.5291 1.9821 0.1698
N -0.1341 -0.2669 -0.1413
S -1.5343 1.5572 -1.5111
S 1.9064 1.6082 1.0735
S -2.0574 -0.3321 1.5248
H -0.6727 -2.0728 0.2655
H 0.9305 -1.9861 -0.7022
H 1.1437 -0.5865 -1.7789
H 1.9754 -0.6919 -0.2389
H 0.6019 2.9890 -0.2267
H -2.5292 -1.4399 2.2396

Forces on the atoms, in the same order (eV/Å):
C 0.46 1.09 1.22
C 0.38 3.33 -0.73
C -0.88 -3.55 0.71
N -0.31 1.27 -2.22
N 0.99 -0.39 0.10
S -0.22 -0.13 -0.16
S 0.58 -0.36 0.95
S -0.91 -1.19 0.91
H -0.22 -1.66 0.74
H 0.14 1.58 -0.42
H 0.00 0.68 -1.51
H 0.35 0.90 0.55
H -0.93 -2.39 0.79
H 0.58 0.83 -0.95

---

Here is an isolated ion of composition C3H6N3 and charge +1 in a non-equilibrium geometry from the OMol25 dataset. Energies are from ωB97M-V/def2-TZVPD.

Output
**Gap between HOMO and LUMO**: 10.62 eV
**HOMO energy**: -15.08 eV
**Charge**: +1
**Energy relative to the best compared isomer or geometry (same formula, charge and spin)**: 207.55 kJ/mol

CARTESIAN COORDINATES (ANGSTROEM)
H -4.0464 0.4458 -0.4981
N -3.0313 0.5743 -0.3340
C -2.3926 -0.2376 0.3941
N -1.0852 -0.2748 0.1011
C -0.0044 0.0536 -0.1829
N 1.1814 0.2576 -0.5443
C 2.4054 -0.0740 0.1671
H -2.6453 -1.1121 0.9901
H 1.3876 0.7243 -1.3782
H 2.5690 0.6212 1.0139
H 2.3774 -1.0825 0.6711
H 3.2843 0.1042 -0.3999

Forces on the atoms, in the same order (eV/Å):
H 0.67 0.11 1.09
N -0.44 -0.55 -0.15
C -3.12 -0.25 -1.06
N 4.24 0.81 -0.33
C -1.76 -0.79 0.51
N 1.45 -0.29 0.37
C 0.22 -0.59 3.63
H -0.74 0.28 0.25
H -0.39 0.91 -1.73
H -0.49 -0.13 -0.31
H 0.00 0.87 -1.11
H 0.35 -0.38 -1.17

---

Here is an isolated ion of composition C3H6N3 and charge +1 in a non-equilibrium geometry from the OMol25 dataset. Energies are from ωB97M-V/def2-TZVPD.

Output
**Gap between HOMO and LUMO**: 9.92 eV
**HOMO energy**: -14.57 eV
**Charge**: +1
**Energy relative to the best compared isomer or geometry (same formula, charge and spin)**: 401.25 kJ/mol

CARTESIAN COORDINATES (ANGSTROEM)
H -2.6809 -0.7603 -0.1938
N -1.8945 -1.0976 0.4338
N -0.8400 -0.5791 0.2163
C -0.3531 0.4851 -0.6082
C 1.1339 0.7483 -0.3293
N 1.6777 -0.1368 0.6348
C 1.0289 -0.9153 1.2528
H -0.8712 1.4205 -0.1364
H -0.5828 0.4224 -1.7085
H 1.4749 0.5479 -1.3345
H 1.0929 1.7619 -0.0192
H 0.8141 -1.8970 1.7923

Forces on the atoms, in the same order (eV/Å):
H 0.62 -0.11 0.44
N -1.90 -0.26 -0.76
N 2.84 -0.36 1.14
C -2.71 2.08 0.72
C -1.41 -0.32 -2.05
N -0.50 -0.81 1.25
C -1.14 -1.68 -0.71
H 0.37 -1.55 -1.25
H 0.08 -0.17 1.21
H 1.71 0.48 0.24
H 1.41 0.85 0.21
H 0.63 1.84 -0.44

---

Here is an isolated ion of composition C3H6N3O and charge +1 in a non-equilibrium geometry from the OMol25 dataset. Energies are from ωB97M-V/def2-TZVPD.

Output
**Gap between HOMO and LUMO (alpha / beta)**: 7.52 / 7.51 eV
**HOMO energy (alpha / beta)**: -12.85 / -12.85 eV
**Charge**: +1
**Energy relative to the best compared isomer or geometry (same formula, charge and spin)**: 413.18 kJ/mol

CARTESIAN COORDINATES (ANGSTROEM)
C 0.7258 1.2203 0.0066
C -0.5164 1.8049 -0.0193
C -1.6307 -0.2357 -0.4956
N 0.8111 -0.1152 0.0177
N -2.3648 -1.0849 0.1170
N 1.8914 -0.7865 -0.2042
O -1.5179 1.0239 -0.1759
H 1.6618 1.9402 0.1243
H -0.8474 2.7400 -0.2760
H -2.7246 -1.9628 -0.3223
H -2.8273 -0.7513 0.9035
H 1.9305 -1.8221 0.0862
H 2.7283 -0.1230 -0.1474

Forces on the atoms, in the same order (eV/Å):
C 3.85 0.79 0.86
C 0.44 -2.65 -0.76
C 2.23 -1.15 -3.14
N -1.69 0.01 0.17
N -0.41 -0.33 -0.71
N 1.37 1.31 1.08
O -2.93 -0.70 1.43
H -1.83 -1.72 -0.55
H 0.24 2.74 0.12
H 0.93 1.23 0.43
H -1.39 0.15 2.12
H -0.14 2.41 -0.58
H -0.67 -2.08 -0.45

---

Here is a 2-piece molecular cluster, C3H6N3O overall in a non-equilibrium geometry from the OMol25 dataset. Energies are from ωB97M-V/def2-TZVPD.

Output
**Gap between HOMO and LUMO (alpha / beta)**: 7.05 / 8.70 eV
**HOMO energy (alpha / beta)**: -12.14 / -12.62 eV
**Charge**: +1
**Energy relative to the best compared isomer or geometry (same formula, charge and spin)**: 440.32 kJ/mol

CARTESIAN COORDINATES (ANGSTROEM)
C -1.1775 1.3028 0.4769
C 2.4066 -1.9759 0.6262
C -0.0141 0.0400 -0.8705
N -0.1183 1.3760 -0.3475
N -1.0854 -0.6800 -0.4679
N -1.6705 0.0573 0.4333
O 2.4200 -0.9720 0.0845
H -1.4528 2.0903 1.1461
H 1.5348 -2.6327 1.0125
H 0.0392 0.0710 -1.9309
H 1.1046 -0.3553 -0.4300
H 0.5123 2.0459 -0.6049
H -2.4990 -0.3673 0.8723

Forces on the atoms, in the same order (eV/Å):
C 1.30 0.49 0.08
C -0.15 -3.99 2.29
C 4.07 0.20 -0.56
N -4.14 -3.03 1.67
N -0.43 -2.20 -0.05
N -1.08 1.26 0.86
O 0.36 2.84 -1.46
H -0.49 0.15 0.18
H 0.52 0.75 -0.51
H 0.52 -0.28 -1.21
H -2.44 0.36 -1.14
H 1.48 2.55 -0.20
H 0.46 0.90 0.05

---

Here is an isolated ion of composition C3H6N3O2 and charge +1 in a non-equilibrium geometry from the OMol25 dataset. Energies are from ωB97M-V/def2-TZVPD.

Output
**Gap between HOMO and LUMO (alpha / beta)**: 7.74 / 6.37 eV
**HOMO energy (alpha / beta)**: -11.74 / -15.12 eV
**Charge**: +1
**Multiplicity**: 3
**Energy relative to the best compared isomer or geometry (same formula, charge and spin)**: 396.84 kJ/mol

CARTESIAN COORDINATES (ANGSTROEM)
C 0.8224 0.0273 -0.1546
C -0.0024 0.2312 0.9880
C -1.3924 0.0235 0.4286
N 0.2901 -0.3508 -1.2303
N 2.3251 0.3803 -0.2625
N -1.0984 -0.5375 -0.9458
O 2.9432 -0.1982 -1.0660
O 2.6808 1.2147 0.5093
H 0.0845 -0.5902 1.6501
H 0.1644 1.0635 1.6829
H -2.0503 -0.8300 0.9034
H -1.8849 1.0848 0.2394
H -1.2907 -1.5902 -1.0820
H -1.5915 0.0717 -1.6604

Forces on the atoms, in the same order (eV/Å):
C 3.59 1.33 -0.99
C -0.99 -0.07 2.89
C -2.54 0.80 -0.28
N 0.09 -0.92 -1.81
N -5.56 -0.55 1.29
N -0.45 -0.20 -1.55
O 2.61 -4.01 -5.21
O 0.70 4.05 4.51
H 0.89 -1.14 0.89
H -0.11 0.30 -0.85
H 1.13 2.45 -0.33
H 0.41 -2.55 0.65
H -0.09 2.02 0.16
H 0.33 -1.52 0.64

---

Here is an isolated ion of composition C3H6N3O2S and charge +1 in a non-equilibrium geometry from the OMol25 dataset. Energies are from ωB97M-V/def2-TZVPD.

Output
**Gap between HOMO and LUMO (alpha / beta)**: 9.42 / 9.42 eV
**HOMO energy (alpha / beta)**: -14.25 / -14.25 eV
**Charge**: +1
**Energy relative to the best compared isomer or geometry (same formula, charge and spin)**: 451.98 kJ/mol

CARTESIAN COORDINATES (ANGSTROEM)
N 1.8856 0.3922 1.5715
S 1.7364 -0.0553 0.0391
O 2.0862 1.5107 -1.3117
O 2.2814 -1.3595 -0.2861
N -0.0059 -0.2227 -0.1522
C -0.6977 0.8956 -0.5622
C -1.9563 0.5171 -0.7318
N -2.0893 -0.8139 -0.4297
C -0.8840 -1.2452 -0.0883
H 2.6495 -0.2296 1.9045
H 1.6682 1.2501 1.9563
H -0.1441 1.8603 -0.8679
H -2.8805 1.0918 -0.7622
H -2.9359 -1.3398 -0.5965
H -0.7136 -2.2518 0.3171

Forces on the atoms, in the same order (eV/Å):
N 1.68 -4.57 -1.27
S 0.95 2.90 -5.10
O -1.14 -4.01 3.80
O -0.50 1.70 1.43
N -0.77 -0.10 -0.23
C 1.73 2.35 -1.03
C -2.94 0.93 0.35
N 1.40 0.53 -0.06
C 0.52 -1.63 0.91
H -0.66 1.00 0.70
H -0.26 2.29 0.62
H -0.97 -1.79 0.85
H 0.53 0.09 -0.79
H 0.13 -0.29 0.36
H 0.30 0.60 -0.54

---

Here is an isolated ion of composition C3H6N3O4 and charge +1 in a non-equilibrium geometry from the OMol25 dataset. Energies are from ωB97M-V/def2-TZVPD.

Output
**Gap between HOMO and LUMO**: 8.92 eV
**HOMO energy**: -15.17 eV
**Charge**: +1
**Energy relative to the best compared isomer or geometry (same formula, charge and spin)**: 537.22 kJ/mol

CARTESIAN COORDINATES (ANGSTROEM)
C -1.7776 1.9225 -0.4693
N -1.6243 0.6641 -0.4664
N -2.3851 -0.3054 -0.6486
N -3.6851 -0.4375 0.4233
O -3.8842 0.5896 0.9128
O -4.0550 -1.5388 0.4282
O -0.1251 0.1946 0.1867
C 0.2822 -1.0566 -0.0422
C 1.7629 -1.1114 0.2205
O -0.3866 -1.9307 -0.5458
H -0.8816 2.6087 -0.2314
H -2.6113 2.4222 -1.0774
H -1.8645 -1.2936 -0.8030
H 1.9103 -2.1933 0.7186
H 2.3521 -1.0955 -0.7729
H 1.8956 -0.3084 1.0127

Forces on the atoms, in the same order (eV/Å):
C 1.08 2.70 -1.55
N 2.72 -0.75 1.44
N -1.84 -3.04 -0.84
N 2.26 -0.51 -1.20
O -0.97 1.12 0.95
O -0.62 -0.20 0.18
O -1.77 2.22 -0.24
C 0.81 -0.33 -1.70
C 0.02 -2.09 1.58
O -0.55 -0.10 0.16
H -1.57 -1.47 0.26
H 0.94 -1.25 1.17
H -0.40 1.75 0.37
H -0.03 2.48 -1.09
H -0.95 0.42 1.80
H 0.88 -0.94 -1.29

---

Here is one molecule with the formula C3H6N3P in a non-equilibrium geometry from the OMol25 dataset. Energies are from ωB97M-V/def2-TZVPD.

Output
**Gap between HOMO and LUMO (alpha / beta)**: 7.86 / 7.86 eV
**HOMO energy (alpha / beta)**: -7.69 / -7.70 eV
**Energy relative to the best compared isomer or geometry (same formula, charge and spin)**: 385.54 kJ/mol

CARTESIAN COORDINATES (ANGSTROEM)
N -0.4083 -2.1382 -0.6811
N -0.3439 -0.7831 -0.8003
N -1.3113 -0.0495 -0.2521
C -1.1009 1.0921 0.3683
C 0.0799 1.3221 1.0747
C 1.3051 0.8597 0.6669
P 1.4170 -0.1540 -0.8312
H 0.5210 -2.6240 -0.4609
H -1.0873 -2.6130 -1.2968
H -2.1097 1.5007 0.4932
H -0.0249 2.0272 1.9579
H 2.0720 0.7025 1.3909
H 0.9913 0.8575 -1.6297

Forces on the atoms, in the same order (eV/Å):
N 0.06 -3.30 0.80
N 2.57 2.65 0.56
N -0.08 -1.23 -0.67
C -2.02 -1.55 -1.32
C 1.91 2.26 0.51
C -1.30 -1.03 0.48
P -1.42 -0.35 0.94
H -2.28 1.21 -0.84
H 1.04 0.48 0.33
H 0.85 0.70 0.72
H 0.27 -1.27 -0.84
H 0.60 0.42 0.48
H -0.20 1.03 -1.15

---

Here is one molecule with the formula C3H6N4 in a non-equilibrium geometry from the OMol25 dataset. Energies are from ωB97M-V/def2-TZVPD.

Output
**Gap between HOMO and LUMO**: 9.09 eV
**HOMO energy**: -8.49 eV
**Energy relative to the best compared isomer or geometry (same formula, charge and spin)**: 241.00 kJ/mol

CARTESIAN COORDINATES (ANGSTROEM)
C -0.8680 -1.4079 0.0827
N 0.2541 -0.6568 -0.1478
N 1.4722 -1.0875 -0.0662
N 2.3048 -0.1316 0.0059
C 1.5863 0.9526 0.1350
C 0.2416 0.6878 -0.0619
N -0.9667 1.3690 0.0661
H -1.4855 -1.1582 0.9954
H -0.4221 -2.4000 0.4275
H -1.6481 -1.4367 -0.8373
H 2.0590 1.9085 -0.0666
H -0.7712 2.4375 -0.0205
H -1.7566 0.9232 -0.5124

Forces on the atoms, in the same order (eV/Å):
C -3.18 -3.82 0.24
N -0.66 3.59 0.32
N 1.96 -4.43 -0.47
N 0.35 -1.23 0.55
C -0.87 4.55 -1.70
C 0.32 -0.17 0.71
N -0.15 1.63 -1.08
H 0.83 0.61 -0.93
H -1.11 0.67 -1.25
H 2.02 -0.33 1.95
H -0.09 0.07 0.71
H -1.18 -2.75 -0.14
H 1.75 1.62 1.07